*w*
90
Properties=species:S:1:pos:R:3 method="wB97M-V/def2-TZVPD" e_homo_ev="-12.575 / -12.572" spin_multiplicity=2 s_squared=0.768 e_lumo_ev="-6.080 / -8.200" total_charge=+2
Ir -0.554 -0.618 0.376
S -0.968 1.200 1.631
P 2.480 0.586 -1.309
F -1.079 -2.434 5.219
F -1.353 2.053 6.582
F -1.292 -0.583 7.176
F -1.199 2.846 4.009
F -0.929 -1.679 2.653
N 0.103 -2.231 -0.769
N -4.529 -0.101 -0.233
N 1.384 -0.824 1.090
N -2.524 -1.327 0.050
C 3.989 2.989 1.615
C -1.612 0.759 -1.988
C 2.948 3.858 1.927
C -6.971 -0.456 0.318
C 3.199 -0.537 2.613
C -1.246 1.162 5.618
C -1.052 0.625 3.253
C -1.680 1.451 -3.190
C 4.002 2.438 -2.840
C 2.634 1.962 -0.108
C -1.028 -0.730 3.611
C 1.765 3.796 1.208
C 1.236 -4.434 -2.009
C 4.063 0.127 -3.506
C -0.396 0.477 -1.363
C 3.774 -1.714 2.217
C 4.906 0.449 -4.559
C 3.595 1.118 -2.645
C 1.887 -3.851 -0.907
C -0.470 -2.767 -1.836
C 3.150 -2.481 1.214
C -3.799 -1.208 -0.301
C 5.304 1.765 -4.747
C 3.829 2.046 0.614
C -4.059 1.124 0.421
C 1.946 -2.008 0.702
C 1.290 -2.727 -0.337
C 4.856 2.757 -3.884
C 0.792 0.904 -1.981
C 1.613 2.860 0.188
C -1.105 -1.149 4.916
C -1.163 1.557 4.298
C -5.925 -0.072 -0.722
C -4.374 1.169 1.909
C 2.008 -0.109 2.015
C 3.122 -4.330 -0.357
C -1.216 -0.194 5.927
C -4.459 -2.445 -0.860
C 3.714 -3.685 0.671
C -0.517 1.873 -3.802
C 0.695 1.596 -3.194
C 0.075 -3.877 -2.485
H -3.918 2.058 2.348
H 0.698 2.851 -0.392
H -2.543 0.431 -1.563
H 5.262 -0.326 -5.225
H -0.543 2.409 -4.740
H 3.768 -0.905 -3.348
H -4.515 1.966 -0.099
H -1.380 -2.295 -2.182
H 3.570 -5.219 -0.783
H 5.970 2.018 -5.561
H 4.927 3.052 2.152
H -6.001 -0.708 -1.601
H -2.991 1.206 0.258
H -5.453 -2.610 -0.456
H 3.652 3.219 -2.176
H 3.072 4.595 2.710
H 4.706 -2.051 2.651
H -2.310 -2.313 -0.025
H -2.646 1.646 -3.639
H 1.581 0.850 2.274
H -0.429 -4.282 -3.351
H -7.068 0.299 1.094
H -6.743 -1.406 0.800
H 4.645 -4.048 1.087
H -3.856 -3.326 -0.653
H 5.171 3.782 -4.028
H -4.549 -2.345 -1.944
H 4.642 1.365 0.384
H 3.658 0.095 3.360
H -5.443 1.224 2.100
H 0.963 4.492 1.422
H -3.981 0.286 2.417
H -6.103 0.945 -1.068
H -7.940 -0.551 -0.170
H 1.603 1.927 -3.678
H 1.665 -5.306 -2.486

=====

*x*
90
Properties=species:S:1:pos:R:3 method="wB97M-V/def2-TZVPD" e_homo_ev="-12.119 / -13.262" spin_multiplicity=2 s_squared=0.763 e_lumo_ev="-6.073 / -6.818" total_charge=+2
Ir 0.226 -1.256 -0.171
S 0.139 0.347 1.457
P 1.254 2.255 -0.138
F -4.746 3.103 3.221
F -2.800 2.394 4.978
F -2.333 1.208 -0.288
F -4.491 2.482 0.595
F -0.616 1.105 4.114
N -1.722 -1.361 -0.835
N 0.615 -3.164 -1.019
N -3.121 -2.185 0.837
N 2.256 -1.467 0.275
C 0.659 -0.672 -2.968
C 4.059 5.234 -0.270
C 4.951 -2.062 0.672
C 3.070 -0.601 0.858
C -2.075 5.305 0.568
C -0.995 3.745 -0.911
C -3.539 2.141 1.459
C 0.941 0.023 -4.135
C -1.400 1.084 1.887
C 1.046 1.308 -1.660
C 1.351 1.988 -2.849
C -3.674 2.458 2.800
C -1.562 1.423 3.234
C -0.156 4.081 1.330
C -1.994 4.675 -0.666
C -4.475 -2.357 1.393
C -1.865 -4.073 1.873
C 2.777 -2.654 -0.151
C 5.142 3.163 -0.840
C 2.849 4.571 -0.121
C -2.417 1.467 1.019
C 5.202 4.536 -0.626
C 1.460 -5.655 -1.905
C 0.695 -0.053 -1.715
C -2.044 -2.567 1.754
C 3.749 -5.145 -1.033
C -4.107 -1.328 -1.223
C 2.783 3.194 -0.333
C 1.900 -3.562 -0.825
C -4.967 -1.125 2.137
C 4.582 -4.280 -0.417
C -2.678 2.096 3.694
C 2.373 -4.803 -1.258
C -0.226 -3.984 -1.629
C -2.913 -1.631 -0.360
C 1.287 1.363 -4.079
C 0.162 -5.248 -2.082
C -1.155 5.010 1.567
C 4.116 -3.001 0.038
C 4.426 -0.861 1.069
C -0.070 3.447 0.086
C 3.942 2.494 -0.688
H 4.102 6.304 -0.115
H -0.939 3.252 -1.873
H -2.257 -2.121 2.728
H 1.516 1.914 -4.981
H -5.949 -1.319 2.566
H -3.792 -0.849 -2.146
H -1.215 5.505 2.528
H 3.897 1.428 -0.882
H -2.718 -4.550 2.351
H 4.104 -6.109 -1.371
H 5.033 -0.112 1.558
H 6.031 2.620 -1.132
H 6.141 5.059 -0.742
H -4.796 -0.659 -0.711
H -1.781 -0.938 -1.752
H -2.856 6.031 0.753
H -0.563 -5.879 -2.575
H 0.410 -1.722 -3.041
H -5.052 -0.260 1.479
H -4.648 -2.241 -1.473
H -5.162 -2.644 0.601
H -1.727 -4.529 0.892
H -4.293 -0.867 2.956
H -1.111 -2.104 1.424
H -1.233 -3.618 -1.768
H 5.995 -2.297 0.838
H -0.987 -4.291 2.481
H -2.710 4.911 -1.442
H 1.647 3.029 -2.801
H 2.637 0.330 1.197
H 0.559 3.847 2.112
H 1.790 -6.624 -2.258
H 1.963 5.131 0.142
H 5.619 -4.538 -0.250
H -4.427 -3.204 2.074
H 0.899 -0.491 -5.087

=====

Stability check: which of them is most stable? *x*.

=====

*w*
11
Properties=species:S:1:pos:R:3 method="wB97M-V/def2-TZVPD" e_homo_ev=-1.703 spin_multiplicity=1 e_lumo_ev=4.787 total_charge=-1
O 0.115 -2.478 0.721
C 0.391 0.938 -0.130
C -0.191 0.168 0.895
C -0.212 1.394 -1.285
H 0.263 1.256 -2.245
H -1.294 1.529 -1.336
H -1.282 0.060 0.793
H -0.107 -1.413 0.774
H 1.488 0.878 -0.066
H 0.675 -2.490 -0.053
H 0.154 0.159 1.931

=====

*x*
11
Properties=species:S:1:pos:R:3 method="wB97M-V/def2-TZVPD" e_homo_ev=-1.989 spin_multiplicity=1 e_lumo_ev=4.104 total_charge=-1
O 0.747 0.878 -0.718
C -0.132 0.519 -1.612
C -1.305 1.243 -2.104
C 0.710 -1.081 2.335
H 0.795 -1.558 3.404
H 0.007 -0.398 2.140
H -1.689 2.129 -1.586
H -1.623 0.965 -3.121
H 1.673 -0.558 2.091
H 0.086 -0.285 -2.400
H 0.731 -1.854 1.570

=====

*y*
11
Properties=species:S:1:pos:R:3 method="wB97M-V/def2-TZVPD" e_homo_ev=-1.098 spin_multiplicity=1 e_lumo_ev=4.613 total_charge=-1
O 1.837 2.264 0.020
C 0.550 -1.208 0.325
C -0.548 -0.390 0.153
C -1.804 -0.551 -0.368
H -0.762 0.452 0.897
H 1.309 1.496 0.390
H -1.965 -1.244 -1.200
H 1.701 2.053 -0.850
H -2.532 0.262 -0.287
H 1.416 -0.929 0.993
H 0.798 -2.205 -0.074

=====

Stability check: which of them is most stable? *x*.

=====

*w*
19
Properties=species:S:1:pos:R:3 method="wB97M-V/def2-TZVPD" smiles="CNCC(=O)O.O.O" e_homo_ev=-9.491 spin_multiplicity=1 e_lumo_ev=0.309
O 2.637 -0.354 -0.451
O -0.825 2.149 -0.744
O -1.539 0.049 -2.260
O 1.522 1.543 -0.824
N -0.318 -0.406 0.989
C 0.993 0.265 1.163
C -0.227 -1.891 1.057
C 1.766 0.439 -0.157
H 0.733 1.231 1.584
H -1.179 1.648 0.010
H -2.096 -0.218 -2.995
H -1.007 -0.718 -2.010
H -0.814 -0.142 1.827
H -1.167 1.584 -1.462
H -0.558 -2.304 0.093
H -0.938 -2.298 1.783
H 1.678 -0.203 1.873
H 0.783 -2.255 1.246
H 0.556 1.881 -0.723

=====

*x*
19
Properties=species:S:1:pos:R:3 method="wB97M-V/def2-TZVPD" smiles="O=CNCCO.O.O" e_homo_ev=-9.832 spin_multiplicity=1 e_lumo_ev=0.769
O 1.023 2.056 0.759
O 1.399 -2.650 -0.738
O -0.894 -1.450 -1.474
O 1.568 -0.685 0.901
N -1.483 0.357 -0.305
C -0.899 -0.826 -0.407
C -0.307 2.420 0.369
C -1.381 1.417 0.808
H 1.156 1.118 0.554
H -1.093 0.814 1.761
H -0.370 -1.336 0.624
H -2.033 0.675 -1.115
H -0.379 3.470 0.821
H 2.285 -0.779 1.553
H 1.541 -1.410 0.282
H -0.294 2.465 -0.723
H 0.723 -2.429 -1.432
H 1.979 -3.174 -1.294
H -2.371 1.854 0.897

=====

Stability check: which of them is most stable? *w*.

=====

*w*
19
Properties=species:S:1:pos:R:3 method="wB97M-V/def2-TZVPD" smiles="CCNC(=O)O.O.O" e_homo_ev=-10.036 spin_multiplicity=1 e_lumo_ev=0.617
O -2.319 2.492 -1.205
O 0.454 0.533 0.074
O 0.192 0.088 -2.139
O -2.038 2.104 2.028
N 1.097 -1.477 -0.682
C 1.088 -2.578 1.618
C 1.853 -1.799 0.574
C 0.627 -0.254 -0.868
H 0.796 -2.185 -1.389
H -1.831 2.121 -0.448
H 0.033 -2.475 1.614
H -2.459 3.427 -0.921
H -1.429 1.605 1.537
H 1.294 -2.272 2.697
H 2.725 -2.214 0.102
H 1.371 -3.595 1.656
H -0.394 0.959 -2.038
H -1.837 1.885 3.010
H 2.328 -0.876 0.938

=====

*x*
19
Properties=species:S:1:pos:R:3 method="wB97M-V/def2-TZVPD" smiles="CCNC(=O)O.O.O" e_homo_ev=-10.422 spin_multiplicity=1 e_lumo_ev=0.356
O -1.837 -0.967 -3.228
O -1.531 1.376 -0.311
O 0.376 0.723 -1.324
O 1.963 -1.566 -2.839
N -0.003 0.004 0.731
C -0.478 0.163 2.102
C 0.526 0.942 2.971
C -0.481 0.781 -0.265
H 0.348 0.777 4.029
H 0.153 1.253 -2.096
H 1.509 0.544 2.771
H -0.716 -0.782 2.576
H 0.871 -0.454 0.560
H 0.474 1.987 2.703
H -1.328 0.807 1.938
H -1.218 -1.693 -3.094
H 1.687 -2.439 -2.540
H -1.755 -0.494 -2.389
H 1.441 -0.962 -2.296

=====

Stability check: which of them is most stable? *x*.